(1)
Computed, not measured: the molecule C22H31N3O4, with ωB97M-V/def2-TZVPD.

Values from the calculation:
E_LUMO ... 0.53 eV
E_tot ... -35979.426 eV
Energy relative to the best compared isomer or geometry (same formula, charge and spin) ... 83.32 kJ/mol

ORCA input file:
```
! wB97M-V def2-TZVPD RIJCOSX def2/J DEFGRID3
* xyz 0 1
O 0.7376 -0.0958 -1.5151
O -1.8959 -1.4002 -0.7123
O -1.8929 0.6317 2.0071
O -1.6628 -2.9607 0.8708
N 0.5818 6.0467 2.2555
N -1.0199 1.5028 0.1099
N 1.5202 -2.1830 -1.6559
C -0.6704 4.3857 1.0294
C -3.3020 -1.7250 -0.7727
C -2.3057 2.8910 -1.5469
C 2.0400 -3.4286 -1.1038
C 0.1772 -0.2993 1.2625
C -1.6469 4.5971 -3.2120
C -1.9568 3.5963 0.9747
C -2.0973 2.4699 -0.0576
C -1.3346 2.3161 -2.5935
C -0.4876 5.2801 2.0841
C 1.4922 5.0884 0.2706
C -1.1974 -2.0880 0.1883
C 1.0687 -2.6336 1.0434
C 1.5563 5.9456 1.3546
C 0.2320 -1.5527 0.3526
C -1.0211 0.6466 1.1479
C 0.3630 4.2996 0.1086
C -2.3739 4.4120 -1.8660
C 0.8400 -1.2061 -1.0124
C -3.9318 -0.8117 -1.7921
C -1.5823 3.1934 -3.8162
C 1.2690 -3.8357 0.1346
H -0.6306 4.9613 -3.0386
H -3.2836 2.4872 -1.8201
H -3.0085 1.9509 0.2522
H 1.9805 -4.1995 -1.8726
H -0.8053 3.0899 -4.5745
H -1.4970 1.2529 -2.7728
H 1.0991 0.2709 1.1304
H 0.5614 -2.9273 1.9605
H -0.3709 1.2930 -0.6375
H 2.4233 6.5777 1.5117
H -2.1416 5.3217 -3.8586
H -3.4156 4.7274 -1.9448
H -2.7964 4.2869 0.8487
H 0.2979 -4.2493 -0.1404
H -3.4800 -0.9502 -2.7745
H -3.7272 -1.5868 0.2215
H 2.3103 5.0376 -0.4358
H -2.5375 2.9317 -4.2811
H -1.9218 5.0306 -1.0951
H 0.2975 3.6275 -0.7341
H -1.2645 5.3777 2.8381
H 3.0978 -3.2940 -0.8534
H -0.2884 2.4247 -2.2962
H 1.8173 -4.6230 0.6526
H 0.1404 -0.6545 2.2915
H -4.9975 -1.0284 -1.8680
H 1.9043 -1.8666 -2.5342
H -2.0996 3.1288 1.9517
H -3.4052 -2.7767 -1.0410
H -3.8124 0.2304 -1.4981
H 2.0361 -2.2016 1.3208
*
```

***

(2)
Computed, not measured: the molecule C22H31N3O6S, with ωB97M-V/def2-TZVPD.

Values from the calculation:
E_LUMO ... -0.16 eV
E_tot ... -50908.243 eV
Energy relative to the best compared isomer or geometry (same formula, charge and spin) ... 163.94 kJ/mol

ORCA input file:
```
! wB97M-V def2-TZVPD RIJCOSX def2/J DEFGRID3
* xyz 0 1
S -0.5747 0.1209 -4.0936
O 0.0527 0.6745 -5.2567
O 1.5274 0.8264 4.4525
O -0.4683 -0.8145 1.1022
O -0.6758 -1.2989 -3.9577
O -4.5666 1.9870 -3.5334
O 1.1965 -3.2905 2.5486
N 0.2795 -0.9158 3.7104
N 1.9739 2.4559 0.7548
N -2.1244 0.7310 -4.0431
C 0.9840 1.9567 -2.7592
C 0.0218 0.2237 -1.4141
C 1.2552 -2.8480 4.8903
C 1.7096 -3.5066 0.2572
C 0.2227 0.8015 -2.6408
C 0.5859 0.7845 -0.2651
C -4.4286 0.5952 -3.3568
C -0.5639 -4.1630 1.0907
C -2.2549 2.1552 -4.2391
C 0.8811 -3.8507 3.8008
C 1.8880 4.9153 0.7415
C 2.7701 3.6695 0.7272
C 1.3866 1.9404 -0.3766
C -3.7220 2.4573 -4.5576
C -2.9859 0.2296 -2.9974
C 0.2920 -1.6567 4.9443
C 0.9695 0.2201 3.5490
C 1.0038 0.7423 2.1426
C 0.9288 -4.1094 1.4212
C 1.7700 1.8466 1.9405
C 0.3051 0.1372 1.0296
C 1.5648 2.5182 -1.6455
H 2.1601 3.4075 -1.7680
H 2.2621 2.2761 2.8039
H 1.2770 4.9292 1.6408
H -5.1097 0.3209 -2.5501
H -0.5585 -0.6811 -1.3181
H -1.1277 -4.6593 1.8775
H 1.2285 4.9373 -0.1224
H 1.4469 -4.7871 3.9410
H -0.9367 -3.1489 0.9708
H 1.6040 -4.1246 -0.6296
H -0.0460 -1.3937 2.8751
H 2.2625 -2.4813 4.6900
H -1.9570 2.7079 -3.3331
H 2.5084 5.8070 0.7298
H -0.7144 -4.7094 0.1640
H -3.9867 1.9799 -5.5118
H 1.1222 2.3835 -3.7399
H -2.8528 -0.8505 -2.9523
H 2.7621 -3.4259 0.5159
H 1.3254 -2.5130 0.0455
H -0.7233 -2.0098 5.1524
H 3.4098 3.6674 1.6120
H 0.6041 -0.9683 5.7340
H -3.8914 3.5331 -4.6241
H -1.6064 2.4324 -5.0695
H -0.1902 -4.0911 3.8705
H -4.7142 0.0707 -4.2796
H 1.2494 -3.3528 5.8571
H 1.2992 -5.1294 1.6275
H -2.7292 0.6776 -2.0244
H 3.4184 3.6608 -0.1515
*
```

***

(3)
Computed, not measured: a cluster of 3 separate species, C22H31N4O5 in total, with ωB97M-V/def2-TZVPD.

Values from the calculation:
E_LUMO ... -3.40 eV
E_tot ... -39503.181 eV

ORCA input file:
```
! wB97M-V def2-TZVPD RIJCOSX def2/J DEFGRID3
* xyz 1 1
O 0.1224 -2.0115 0.2320
O -0.1699 0.7689 -2.5337
O -1.6651 -2.9404 0.9452
O 1.7611 -1.1807 4.4667
O -0.6418 2.7146 -3.3029
N -2.8825 1.0662 1.1943
N -0.7431 -2.8541 0.1437
N 1.7573 -0.7564 2.2824
N 0.1213 1.7912 -3.1309
C -1.6746 -4.7561 -1.0872
C 4.0130 2.1219 -4.7132
C -0.5123 1.9174 0.6721
C 2.3629 0.8575 -3.5139
C 1.4802 1.9100 -3.6701
C -1.9663 2.6712 2.7353
C -0.6816 -3.7981 -0.9620
C -0.5426 -5.5987 -3.0269
C 0.3749 -3.7178 -1.8537
C -1.5833 1.6111 1.6875
C 1.2025 1.7718 2.5908
C 3.6364 0.9671 -4.0418
C 1.8411 3.0693 -4.3302
C 2.2199 0.6309 2.3969
C 3.1174 3.1723 -4.8534
C 0.7482 2.4678 1.3052
C 0.4407 -4.6277 -2.8902
C -3.6715 0.9828 2.4285
C 1.2147 -1.2448 3.4432
C -1.6002 -5.6596 -2.1286
C -0.1631 -1.8615 3.3601
C -3.4466 2.3410 3.0870
H 2.9061 0.8604 1.6055
H -0.9111 2.6781 0.0135
H 1.2602 -4.5835 -3.5921
H -1.4147 2.5008 3.6306
H -2.3638 -6.4151 -2.2403
H -0.3612 1.0495 0.0572
H 2.7952 0.6602 3.2992
H 0.3883 1.4807 3.2278
H -4.6577 0.5681 2.3779
H 1.1431 3.8848 -4.4416
H -1.9046 3.6537 2.3165
H -3.1340 0.2975 3.0606
H -2.4943 -4.8059 -0.3869
H -1.1695 0.8047 2.2708
H -3.2809 1.5434 0.3897
H -0.2429 -2.6704 4.0542
H 0.6749 3.5262 1.4561
H 1.1581 -0.9433 1.4973
H 4.3359 0.1510 -3.9328
H -0.3500 -2.1775 2.3442
H -4.1036 3.0967 2.7084
H 1.7635 2.5005 3.1461
H 2.0697 -0.0401 -2.9917
H 1.1381 -2.9624 -1.7474
H 5.0075 2.2028 -5.1295
H -0.8706 -1.1014 3.6361
H 1.5521 2.3362 0.6062
H 3.4135 4.0711 -5.3742
H -3.6734 2.2099 4.1278
H -0.4842 -6.3123 -3.8367
H -2.6591 0.1100 0.9153
*
```

***

(4)
Computed, not measured: a cluster of 6 separate species, C22H31NO16 in total, with ωB97M-V/def2-TZVPD.

Values from the calculation:
E_LUMO ... 0.33 eV
E_tot ... -57566.164 eV

ORCA input file:
```
! wB97M-V def2-TZVPD RIJCOSX def2/J DEFGRID3
* xyz 0 1
O -1.2539 -0.0869 2.8211
O -3.1548 -2.9257 -0.0099
O -2.8606 -4.4980 -1.6011
O -3.2993 3.4403 -1.6589
O 4.7334 0.4540 0.9666
O 7.0864 -1.5347 5.0705
O -2.0465 0.9768 4.6386
O 5.3397 -0.1156 5.2453
O 2.8638 -0.6716 0.4242
O -3.9386 1.7148 -6.5343
O -0.2194 -0.3379 4.7680
O -2.6704 0.0193 -7.3049
O -3.3282 -2.4115 -2.1921
O 6.2757 -0.5547 3.2519
O -2.2186 0.9970 -5.3270
O 2.7889 1.1027 1.8141
N -4.7431 1.6472 -1.2560
C -3.7213 2.6192 -0.8988
C -2.9708 -3.0816 -3.4074
C -0.4231 1.4622 -0.4722
C -4.0624 2.3599 -5.2579
C -2.9166 0.8327 -6.4724
C -4.0257 0.3851 -0.8697
C 7.4891 -1.1887 2.8334
C -3.1193 -4.5413 -3.0103
C 0.7528 1.2750 -1.0508
C 3.4069 0.2138 1.0099
C 3.7881 1.8519 2.5246
C 7.7256 -2.1802 3.9615
C 4.9903 1.7111 1.6080
C -2.8895 0.7323 0.1668
C -3.1192 -3.2513 -1.1532
C -1.2526 0.2538 4.1267
C 6.1568 -0.6833 4.5942
C -0.0272 -0.7731 2.5204
C -1.5050 0.4010 -0.4453
C -3.1789 2.2198 0.4450
C 0.3770 -1.2977 3.8864
C -2.6679 2.1998 -4.6848
H -3.9643 2.3015 1.2008
H -3.0654 0.1019 1.0325
H -1.6415 0.0772 -1.4792
H 3.9548 1.3836 3.4955
H -4.8128 1.8322 -4.6677
H 7.2301 -3.1352 3.7835
H -3.6263 -0.0850 -1.7641
H -3.6345 -2.7680 -4.2076
H -2.6571 2.0777 -3.6071
H -4.3686 3.3925 -5.3932
H -0.0507 -2.2785 4.1007
H -4.7546 -0.3193 -0.4691
H 5.9306 1.6683 2.1470
H 1.3953 2.1211 -1.2617
H 8.2748 -0.4341 2.7696
H -0.6071 2.4140 0.0126
H 1.4515 -1.3228 4.0476
H -2.0029 3.0174 -4.9655
H 8.7732 -2.3490 4.1919
H -0.2083 -1.5494 1.7829
H 3.4501 2.8750 2.6602
H -2.4074 -5.2056 -3.4908
H -1.9430 -2.8200 -3.6613
H -5.4437 1.7744 -0.5252
H -2.3396 2.8099 0.7966
H 1.0844 0.2829 -1.3350
H 5.0338 2.4869 0.8422
H 7.3428 -1.6483 1.8604
H 0.6799 -0.0535 2.1224
H -1.1028 -0.4704 0.0772
H -4.1327 -4.9133 -3.1665
*
```

***

(5)
Computed, not measured: a cluster of 2 separate species, C22H31OSi in total, with ωB97M-V/def2-TZVPD.

Values from the calculation:
E_LUMO ... -5.41 eV
E_tot ... -33235.338 eV
Energy relative to the best compared isomer or geometry (same formula, charge and spin) ... 172.89 kJ/mol

ORCA input file:
```
! wB97M-V def2-TZVPD RIJCOSX def2/J DEFGRID3
* xyz 1 1
Si 3.4407 -1.8466 1.9424
O 3.0606 2.8603 -2.3536
C 3.6186 -2.5970 3.6534
C -1.7394 1.4042 0.1620
C -0.2237 1.2635 -1.8284
C 1.6559 2.8228 -0.4668
C -3.0111 1.1613 -0.4217
C -4.1108 0.8528 0.4400
C -0.5250 1.7082 -0.5103
C 0.4848 2.4763 0.1568
C 2.0422 -2.7363 0.9910
C -6.8274 -0.2461 -1.9485
C -5.5299 0.2994 -1.4414
C -4.5094 0.7137 -2.3078
C 0.9114 1.6800 -2.4980
C 2.9733 -0.0322 2.0463
C -3.3105 1.2183 -1.8204
C -5.3225 0.4221 -0.0596
C 3.3463 2.6597 -3.7513
C 0.6979 -2.5631 1.6054
C -0.2098 -1.6016 1.3480
C 1.8805 2.4559 -1.8199
C -1.4890 -1.5854 2.1153
C 5.0413 -2.0589 0.9784
H 4.9398 -1.6570 -0.0388
H -0.0698 -0.8473 0.5754
H 3.7440 0.5277 2.5939
H -1.2930 -1.4970 3.1954
H 2.0169 0.0976 2.5703
H -4.6809 0.6461 -3.3855
H -7.0905 -1.1645 -1.4094
H 4.3399 3.0943 -3.8580
H -2.0495 -2.5215 1.9654
H 2.0888 -2.3856 -0.0500
H 5.8611 -1.5223 1.4757
H 3.9162 -3.6531 3.5976
H 2.6300 3.1926 -4.3914
H 5.3254 -3.1175 0.9030
H -2.6014 1.6651 -2.5120
H -1.7302 1.5148 1.2474
H 2.4335 3.4068 0.0268
H -3.9667 0.9680 1.5184
H 3.3682 1.5931 -4.0114
H 2.3490 -3.7941 1.0303
H 2.8744 0.4120 1.0464
H 0.3016 2.8175 1.1775
H -6.7633 -0.4789 -3.0140
H 2.6770 -2.5373 4.2144
H 0.4473 -3.3229 2.3535
H -0.9099 0.5863 -2.3326
H -6.1448 0.1751 0.6180
H 1.0484 1.4331 -3.5533
H -2.1355 -0.7584 1.8154
H -7.6592 0.4576 -1.8068
H 4.3880 -2.0617 4.2273
*
```

***

(6)
Computed, not measured: a structure of composition C22H31PtS2SbTe, with ωB97M-V/def2-TZVPD.

Values from the calculation:
E_LUMO ... 0.30 eV
E_tot ... -62065.289 eV
Energy relative to the best compared isomer or geometry (same formula, charge and spin) ... 57.47 kJ/mol

ORCA input file:
```
! wB97M-V def2-TZVPD RIJCOSX def2/J DEFGRID3
* xyz 0 1
Pt 2.1228 -1.0074 0.3875
Te 1.2177 0.0823 2.5592
Sb 0.6033 -0.4029 -1.5703
S 3.7104 -1.7247 1.8810
S 2.3258 -3.0180 -0.7038
C 0.9025 -2.1950 4.5319
C -2.4305 -0.4552 -2.2979
C -1.2317 1.4535 3.6583
C -2.4937 2.0302 3.6777
C -0.2874 -4.2622 4.2263
C 3.2892 -3.9718 0.4235
C 3.8490 -3.4390 1.5115
C 3.4106 -5.4190 0.0395
C -0.2715 -2.6158 2.4729
C 0.2262 1.6595 -1.9934
C -0.7028 0.9770 2.4635
C 0.3980 -0.8184 -4.6397
C 0.5036 -3.4362 5.0108
C 1.3048 -1.1123 -3.4513
C -1.3735 -1.2516 -1.5400
C 0.5118 -1.7885 3.2637
C -3.2267 2.1444 2.5050
C 4.6741 -4.2248 2.5017
C 1.5350 2.4128 -2.2122
C -2.6942 1.6853 1.3095
C -0.6744 -3.8508 2.9578
C -1.4329 1.1049 1.2917
H -1.2755 -4.4997 2.3338
H 5.5178 -4.7226 2.0199
H 0.8601 -1.1559 -5.5692
H -2.9031 2.3933 4.6115
H -1.6585 -1.3560 -0.4936
H -0.5339 -2.3214 1.4650
H -1.0164 0.7589 0.3589
H 0.1947 0.2492 -4.7467
H 2.4426 -5.9228 0.1088
H -0.3232 2.0650 -1.1422
H -0.5959 -5.2304 4.5990
H 0.8168 -3.7570 5.9961
H 1.4613 -2.1830 -3.3140
H 2.1821 2.3415 -1.3360
H 4.1115 -5.9468 0.6843
H -0.5596 -1.3330 -4.5491
H 2.2958 -0.6747 -3.5827
H 1.3530 3.4702 -2.4100
H -2.5618 0.5403 -1.8674
H -2.1722 -0.3204 -3.3483
H 5.0750 -3.5667 3.2716
H -3.3987 -0.9585 -2.2580
H 3.7549 -5.5158 -0.9924
H 4.0703 -4.9876 3.0001
H -0.4268 1.7255 -2.8651
H -0.6649 1.3683 4.5778
H -3.2587 1.7785 0.3899
H -1.2610 -2.2659 -1.9293
H 1.5368 -1.5598 5.1376
H 2.0897 2.0108 -3.0627
H -4.2099 2.5962 2.5228
*
```

***

(7)
Computed, not measured: a structure of composition C22H32BiClF3N2O8Sb, with ωB97M-V/def2-TZVPD.

Values from the calculation:
E_LUMO ... 3.61 eV
E_tot ... -75734.774 eV
Energy relative to the best compared isomer or geometry (same formula, charge and spin) ... 545.68 kJ/mol

ORCA input file:
```
! wB97M-V def2-TZVPD RIJCOSX def2/J DEFGRID3
* xyz -2 1
Bi -0.8718 0.0774 0.6148
Sb 0.0984 3.1443 -2.4724
Cl -0.9021 3.8216 1.6043
F 2.3084 -8.9892 2.7910
F 0.5886 -9.1598 4.0927
F 0.3971 -9.5669 1.9775
O 0.3907 1.5187 4.5005
O -2.6638 1.9867 0.5741
O -2.1784 5.2759 0.4667
O 1.5427 2.8145 1.5945
O -3.2198 2.7198 2.6444
O 1.0361 -0.0238 -0.2804
O -1.0719 4.3173 3.0642
O -1.0451 6.1596 0.4578
N -0.1022 1.3051 2.2605
N -2.2490 -0.2099 2.8241
C -1.9315 3.8336 -2.3080
C -2.6336 2.6083 1.6134
C -0.3704 -5.2326 3.2584
C 2.7601 -1.6685 -0.0448
C 0.6575 -7.3042 2.6203
C 0.3558 3.9622 -4.5053
C -0.4360 -2.0919 1.5126
C -1.2463 -0.0877 3.8851
C -0.2319 1.0137 3.5878
C -2.7995 3.6617 -3.5475
C -0.0763 -6.5578 3.5311
C 1.7953 3.8525 -4.9996
C 0.4026 2.5755 1.8591
C 2.2859 -0.2636 0.3203
C 1.0967 -6.7204 1.4368
C 0.0611 -4.6299 2.0728
C 3.2809 0.7858 -0.1534
C -0.4330 1.1057 -3.0716
C -0.2335 -3.2616 1.7843
C -0.4543 0.7981 -4.5642
C 0.9824 -8.7395 2.8758
C 0.8024 -5.3994 1.1659
H -0.6151 2.9476 0.1353
H -0.6987 -1.0302 3.9507
H 2.0445 -2.4102 0.3115
H 3.7393 -1.8805 0.3947
H -2.4329 4.2444 -4.3960
H 2.2026 -0.1996 1.4153
H -0.3358 5.5781 0.8221
H -1.6702 0.1393 4.8644
H 0.0554 5.0110 -4.4244
H 1.6733 -7.3036 0.7294
H -2.9200 0.5568 2.8546
H -2.8488 2.6159 -3.8668
H 1.1448 -4.9364 0.2504
H 3.3874 0.7186 -1.2403
H -0.9379 -4.6437 3.9662
H 0.2696 0.4549 -2.5499
H 0.5099 1.0096 -5.0336
H -2.3398 3.2945 -1.4526
H 2.9252 1.7804 0.1042
H -0.3325 3.4857 -5.2056
H -0.6810 -0.2578 -4.7522
H 1.9378 4.2990 -5.9909
H -0.4150 -7.0096 4.4533
H -2.7240 -1.1017 2.8761
H -1.4217 0.9244 -2.6357
H -1.2029 1.3919 -5.0919
H -3.8265 3.9858 -3.3494
H 2.8381 -1.7520 -1.1326
H 4.2619 0.6265 0.3051
H 2.1156 2.8087 -5.0658
H -1.8799 4.8724 -1.9767
H 2.4850 4.3485 -4.3123
*
```

***

| no. | orbital gap (eV) |
| --- | --- |
| 1 | 9.60 |
| 2 | 8.62 |
| 3 | 8.13 |
| 4 | 9.54 |
| 5 | 5.23 |
| 6 | 6.82 |
| 7 | 4.29 |